No. 1
A cluster of 2 separate species, C4H12 in total. Source: the OMol25 dataset; level of theory: the ωB97M-V functional and the def2-TZVPD basis.

ORCA input file:
```
! wB97M-V def2-TZVPD RIJCOSX def2/J DEFGRID3
* xyz 0 1
H -1.289 0.296 2.614
H 0.261 0.203 3.511
H 1.139 0.088 -3.121
H -0.723 -1.821 1.708
C 0.167 -1.207 1.874
H 0.579 1.727 -2.987
H -1.161 1.058 -1.328
H 0.785 -1.873 2.474
C 0.723 0.803 -2.414
H -1.261 0.140 -2.828
H 1.428 0.984 -1.603
C -0.646 0.313 -1.946
H 0.212 0.956 2.006
H 0.606 -1.165 0.871
C -0.227 0.104 2.537
H -0.594 -0.608 -1.368
*
```

Properties
Relative energy (zero: lowest compared OMol25 entry of this formula, charge and spin), kcal/mol: 5.5
SMILES string: CC.CC
LUMO energy, eV: 1.15
Gap between HOMO and LUMO, eV: 12.83


No. 2
A structure of composition C6H6IrN4S3Sb. Source: the OMol25 dataset; level of theory: the ωB97M-V functional and the def2-TZVPD basis.

ORCA input file:
```
! wB97M-V def2-TZVPD RIJCOSX def2/J DEFGRID3
* xyz 1 2
H 4.101 -1.208 1.623
C 3.170 -0.763 1.323
Ir -0.687 1.386 1.153
C -1.123 -0.419 -2.563
N 2.533 -1.135 0.162
N 1.303 0.421 1.099
C 1.410 -0.409 0.063
S -2.377 2.838 0.983
N 0.092 -0.892 -2.113
S -4.779 0.120 0.239
Sb -4.088 1.493 2.073
C -1.600 0.413 -1.599
S -2.048 0.241 2.486
H -1.530 -0.707 -3.515
H 2.851 -1.854 -0.467
H -2.511 0.992 -1.556
C 2.393 0.196 1.895
H 2.554 0.743 2.807
N -0.683 0.428 -0.575
C 0.325 -0.363 -0.902
H 0.694 -1.523 -2.616
*
```

Properties
Relative energy (zero: lowest compared OMol25 entry of this formula, charge and spin), kcal/mol: 40.4
LUMO energy (alpha / beta), eV: -4.41 / -5.20
Gap between HOMO and LUMO (alpha / beta), eV: 6.78 / 5.93


No. 3
A cluster of 2 separate species, BrH2NO2P in total. Source: the OMol25 dataset; level of theory: the ωB97M-V functional and the def2-TZVPD basis.

ORCA input file:
```
! wB97M-V def2-TZVPD RIJCOSX def2/J DEFGRID3
* xyz -1 1
H -1.739 0.410 -0.445
O 1.186 1.059 -1.365
H -1.457 -0.309 0.847
N -1.512 -0.496 -0.099
O 0.973 0.822 1.247
Br 1.714 -1.778 -0.075
P 0.834 0.292 -0.110
*
```

Properties
Relative energy (zero: lowest compared OMol25 entry of this formula, charge and spin), kcal/mol: 52.0
LUMO energy, eV: 3.45
Gap between HOMO and LUMO, eV: 8.19


No. 4
A cluster of 7 separate species, C39H70BrCl2FN8O4P in total. Source: the OMol25 dataset; level of theory: the ωB97M-V functional and the def2-TZVPD basis.

ORCA input file:
```
! wB97M-V def2-TZVPD RIJCOSX def2/J DEFGRID3
* xyz -1 1
H 3.531 -8.839 -1.423
H 1.245 4.503 1.382
H -0.846 -10.385 -1.789
H -3.013 -1.271 -1.753
H -3.330 2.748 3.036
H -0.278 -0.731 2.799
C -5.165 10.476 4.938
H -1.122 4.198 0.153
F 1.694 0.912 -1.245
H 6.756 -2.399 -1.073
C 4.682 3.929 2.480
N 8.507 1.435 -1.364
H 5.384 4.109 -0.784
H 0.937 2.862 1.950
O -6.054 0.117 -1.255
H -1.150 2.292 2.470
H -8.874 5.076 2.066
H 6.224 -1.806 -3.455
C 0.882 -0.879 1.015
H 1.681 -1.505 0.641
H 8.557 -1.383 -2.707
C -3.067 3.149 2.061
C -2.782 8.845 4.134
H 0.595 -2.416 -3.276
O -1.790 -0.864 0.803
C -0.809 3.877 1.143
H 1.049 3.189 0.245
H 1.216 -7.870 -1.470
H -3.116 4.231 2.137
C -0.376 -11.509 -3.596
N 3.715 3.493 2.918
H 6.484 4.901 2.749
H 4.100 -7.417 -0.540
H 0.962 -10.707 -5.104
C 2.420 -6.578 -2.674
N 1.538 -1.553 3.351
H 4.687 5.698 -1.103
H -8.509 3.956 -0.086
C 6.114 -1.554 -1.326
C -2.396 0.270 1.280
H -0.594 -12.471 -3.131
N -5.597 0.411 -0.212
H -0.034 -2.371 2.255
C -0.636 -2.426 -0.915
C 3.537 -5.646 -2.608
C -7.908 5.160 1.567
H 1.829 -0.633 3.671
C 0.452 -1.408 2.361
H 1.315 0.108 1.179
C 4.846 4.944 -0.332
C -0.026 -10.495 -2.500
C -1.677 2.708 1.611
C -5.105 8.955 4.988
H 6.241 -0.784 -0.563
C -1.728 1.518 0.620
O -0.516 1.120 0.242
H -6.192 10.819 4.814
C 2.086 -7.226 -1.325
H -5.496 8.529 4.063
C 0.955 -0.251 -1.632
H 8.039 -0.227 -3.932
C 3.229 -8.042 -0.741
C -7.679 3.974 0.621
H -2.181 -1.390 -3.305
H 1.842 -1.531 -4.137
H -6.252 3.191 -0.796
C 1.972 -1.335 -1.987
H -4.419 0.889 1.739
H 2.355 -1.922 2.868
H -4.072 -0.835 1.909
H 2.912 -0.816 -2.161
H -7.905 6.099 1.009
C -3.890 0.047 1.304
N -6.090 5.347 3.422
C 1.638 -2.119 -3.244
H 2.251 -3.015 -3.310
H 6.585 5.919 0.501
H -1.295 -11.172 -4.079
H -3.677 7.334 5.234
C 1.160 -10.879 -1.748
C 0.733 -11.663 -4.628
C -6.353 4.038 -0.120
N 4.422 -4.916 -2.564
H 6.488 3.649 1.517
H 5.084 -1.903 -1.284
H -3.271 8.793 6.140
H -3.834 2.852 1.354
C 7.868 -0.560 -2.907
P -0.415 -0.598 -0.313
H -4.579 10.864 4.104
N 2.090 -11.191 -1.153
H 0.410 0.032 -2.538
C 0.690 3.587 1.184
H 0.441 -12.362 -5.410
H -5.510 4.002 0.571
H 2.687 -7.344 -3.407
O -4.417 -0.227 0.005
Cl -1.597 -4.424 -2.423
C -2.585 -1.959 -2.470
C -6.891 5.268 2.603
H 3.869 4.578 -0.014
C 8.236 0.549 -2.041
H 2.930 -8.513 0.194
H 5.750 -0.193 -2.958
C 6.416 -1.023 -2.719
H -1.376 -0.263 -1.284
C 5.627 5.523 0.841
H -7.734 3.049 1.197
C -1.529 -2.794 -1.821
C -3.682 8.424 5.198
H 1.648 -12.037 -4.167
H -6.262 4.952 -0.711
N -2.081 9.173 3.288
C 5.907 4.476 1.926
Cl 0.396 -3.653 -0.278
H 0.159 -9.512 -2.939
H 1.775 -6.443 -0.636
H 2.150 -2.018 -1.169
H -4.774 10.918 5.857
H -3.371 -2.597 -2.853
H 5.076 6.356 1.283
H 1.560 -6.026 -3.059
Br -2.739 2.169 -1.034
H -5.731 8.579 5.798
H -2.152 0.439 2.346
H -1.017 4.712 1.810
*
```

Properties
LUMO energy, eV: 1.84
Gap between HOMO and LUMO, eV: 6.99


No. 5
An isolated molecule of C16H24O5. Source: the OMol25 dataset; level of theory: the ωB97M-V functional and the def2-TZVPD basis.

ORCA input file:
```
! wB97M-V def2-TZVPD RIJCOSX def2/J DEFGRID3
* xyz 0 1
O -1.137 2.635 -1.463
C 4.384 -0.574 -0.689
C 4.004 -2.680 0.395
H -4.894 -2.088 2.021
H -2.238 0.644 -1.215
H -1.969 2.997 -1.127
C 0.696 0.330 -1.175
O -2.237 2.380 1.139
H 3.795 2.045 0.862
C 2.870 -0.712 1.163
H 0.069 3.560 -0.076
H -5.144 -1.505 0.354
C -0.265 2.547 -0.367
C 3.220 1.526 0.085
O -3.311 -1.680 -1.290
O -3.191 -1.672 1.037
H 5.333 -2.403 -1.260
H -3.459 -3.638 -0.617
H -0.254 1.987 1.733
O 1.876 1.884 0.334
H 2.180 -0.224 1.834
H -3.755 0.671 -0.316
C -3.119 -3.065 -1.485
C 3.117 -2.068 1.266
C 4.640 -1.930 -0.579
C -0.922 1.961 0.875
H -2.061 -3.286 -1.665
H 1.436 2.293 -1.640
H 1.593 -0.156 -1.552
H -0.054 0.337 -1.959
H 3.541 1.910 -0.894
C -2.708 0.360 -0.276
C 1.001 1.770 -0.771
C -2.039 1.007 0.916
H -4.688 -0.360 1.648
H -2.117 0.407 1.823
H 2.620 -2.650 2.029
H 4.878 0.008 -1.455
C -4.558 -1.378 1.268
C -2.660 -1.169 -0.162
C 3.497 0.045 0.180
H 0.329 -0.229 -0.319
H -3.707 -3.334 -2.359
H -1.612 -1.516 -0.136
H 4.200 -3.739 0.476
*
```

Properties
Relative energy (zero: lowest compared OMol25 entry of this formula, charge and spin), kcal/mol: 30.5
SMILES string: COC(C[C@@H]1O[C@@H]1[C@H](O)[C@H](C)OCc1ccccc1)OC
LUMO energy, eV: 0.79
Gap between HOMO and LUMO, eV: 10.07


No. 6
A structure of composition C19H27N3OS. Source: the OMol25 dataset; level of theory: the ωB97M-V functional and the def2-TZVPD basis.

ORCA input file:
```
! wB97M-V def2-TZVPD RIJCOSX def2/J DEFGRID3
* xyz 0 1
H 3.487 0.650 -2.709
C 1.181 -0.150 -3.378
H -6.568 1.074 3.314
N 1.870 -0.917 -1.017
H 1.429 0.888 -3.095
H -0.195 -1.342 0.781
S -1.673 0.556 4.471
C -5.138 0.701 1.873
H 0.813 -2.313 1.746
H 5.577 0.095 -0.906
C -3.869 0.368 1.262
C -0.354 -0.101 -4.340
C -4.617 0.940 4.007
C 1.714 -1.704 -0.135
H -2.043 0.717 -3.370
H -1.212 -0.738 -1.165
H 0.159 0.940 0.594
H 3.679 0.019 0.942
H -0.118 0.796 -4.855
H 1.408 -2.650 -0.655
H -0.138 -0.953 -4.816
N -1.666 0.151 1.883
C -5.423 0.848 3.100
H 2.673 -1.995 0.253
C 0.785 -0.736 -1.982
C -0.744 0.287 3.120
C 0.645 0.033 2.868
C -2.878 0.553 2.209
C -3.202 0.493 3.533
H 0.930 -0.909 3.827
H 0.461 -1.848 -2.108
H 4.219 -0.911 -1.349
C 4.384 0.062 -1.003
H 1.020 0.837 3.503
H -4.661 0.843 4.930
N 1.176 -0.346 1.564
H 3.911 1.762 0.332
H -1.930 -1.286 -3.275
H -3.809 0.602 0.090
C 1.070 0.836 0.732
C 2.153 0.463 -0.389
H -6.023 0.633 0.943
C 3.370 0.611 0.009
C -1.344 0.080 -3.179
H 1.863 1.294 -0.941
H -0.485 0.858 -1.428
O 4.365 0.685 -2.279
C 0.808 -1.532 1.168
C -0.657 -0.132 -1.983
H 1.921 -0.675 -4.020
H 1.676 1.562 1.321
*
```

Properties
Relative energy (zero: lowest compared OMol25 entry of this formula, charge and spin), kcal/mol: 447.7
LUMO energy, eV: 0.12
Gap between HOMO and LUMO, eV: 7.91


no.,maximum force (eV/Å)
1,1.60
2,0.76
3,4.03
4,0.85
5,1.34
6,18.56